No. 1
{
  "formula": "C5H11FN2",
  "method": "wB97M-V/def2-TZVPD",
  "symbols": ["C", "N", "N", "C", "C", "C", "C", "F", "H", "H", "H", "H", "H", "H", "H", "H", "H", "H", "H"],
  "xyz": [[1.946, -1.155, -0.545], [1.758, -0.258, 0.679], [1.279, 0.979, 0.079], [-0.039, 0.903, 0.035], [-0.581, 2.073, -0.621], [-0.823, 0.070, 0.976], [-1.965, -0.728, 0.308], [-1.312, -1.422, -0.724], [2.230, -2.133, -0.049], [2.629, -1.033, -1.409], [0.957, -1.296, -1.120], [2.634, -0.036, 1.086], [0.239, 3.002, -0.614], [-0.950, 1.895, -1.626], [-1.600, 2.352, -0.188], [-1.503, 0.527, 1.733], [-0.259, -0.481, 1.660], [-2.940, -0.394, -0.192], [-2.115, -1.639, 1.024]],
  "lowdin_charge": [-0.115, -0.127, 0.048, -0.392, -0.079, -0.145, -0.173, -0.118, 0.080, 0.062, 0.078, 0.076, 0.150, 0.065, 0.094, 0.134, 0.083, 0.141, 0.139],
  "smiles": "CN/N=C(/C)CCF",
  "de_lowest_ev": 3.685,
  "e_homo_ev": -8.590,
  "multiplicity": 1,
  "orbital_gap_ev": 9.460
}

---

No. 2
{
  "formula": "H3NOPS",
  "method": "wB97M-V/def2-TZVPD",
  "symbols": ["N", "O", "P", "S", "H", "H", "H"],
  "xyz": [[-1.998, 1.342, -0.146], [-3.060, 0.665, -0.241], [2.205, -1.045, -0.787], [2.429, 0.234, 0.752], [-1.671, 1.438, 0.886], [2.714, -0.149, -1.774], [3.466, -1.667, -0.780]],
  "lowdin_charge": [0.034, -0.125, -0.053, -0.473, 0.078, -0.223, -0.238],
  "total_charge": -1,
  "de_lowest_ev": 2.810,
  "e_homo_ev": -2.393,
  "multiplicity": 1,
  "orbital_gap_ev": 4.507
}

---

No. 3
{
  "formula": "C20H53ClN3O10",
  "method": "wB97M-V/def2-TZVPD",
  "symbols": ["Cl", "O", "O", "O", "O", "C", "O", "H", "H", "H", "H", "C", "O", "H", "H", "H", "H", "C", "O", "H", "H", "H", "H", "C", "C", "C", "O", "C", "N", "H", "H", "H", "H", "H", "H", "H", "H", "H", "H", "H", "C", "C", "C", "O", "C", "N", "H", "H", "H", "H", "H", "H", "H", "H", "H", "H", "H", "C", "C", "C", "C", "C", "C", "N", "O", "C", "C", "C", "H", "H", "H", "H", "H", "H", "H", "H", "H", "H", "H", "H", "H", "H", "H", "H", "H", "H", "H"],
  "xyz": [[-0.521, -0.535, 0.692], [-1.739, -0.151, 1.169], [0.252, 0.719, 0.621], [0.102, -1.432, 1.710], [-0.788, -1.188, -0.536], [2.704, -0.334, -1.391], [1.781, 0.357, -2.219], [2.202, -1.110, -0.813], [3.460, -0.834, -1.997], [3.084, 0.336, -0.620], [0.992, -0.189, -2.188], [-4.581, 1.293, 0.633], [-3.950, 1.303, -0.626], [-5.614, 1.577, 0.432], [-4.528, 0.257, 0.968], [-4.029, 1.945, 1.310], [-3.056, 1.004, -0.443], [2.348, -3.912, 0.067], [2.617, -3.065, 1.227], [3.293, -4.413, -0.139], [1.586, -4.679, 0.211], [2.201, -3.284, -0.812], [1.787, -2.590, 1.314], [-3.903, 0.340, 4.315], [-2.471, 0.189, 4.857], [-2.297, 0.974, 6.080], [-2.555, 2.388, 5.870], [-2.264, 3.192, 7.045], [-2.395, -1.238, 5.097], [-4.654, -0.290, 4.790], [-3.860, 0.088, 3.255], [-4.261, 1.361, 4.445], [-1.765, 0.564, 4.117], [-1.275, 0.812, 6.421], [-3.031, 0.558, 6.770], [-2.955, 2.939, 7.849], [-2.475, 4.257, 6.940], [-1.243, 3.107, 7.417], [-1.503, -1.458, 5.516], [-2.890, -1.551, 5.920], [2.800, -0.496, 4.374], [2.962, 1.008, 4.053], [3.940, 1.332, 2.868], [4.141, 2.741, 2.822], [5.220, 3.165, 2.046], [1.662, 1.476, 3.532], [2.111, -0.838, 5.146], [3.713, -1.059, 4.570], [2.382, -1.003, 3.504], [3.288, 1.585, 4.918], [3.677, 0.846, 1.928], [4.886, 0.821, 3.049], [4.908, 3.043, 1.009], [6.091, 2.529, 2.206], [5.372, 4.224, 2.251], [1.467, 1.131, 2.603], [0.877, 0.981, 3.930], [-1.871, 1.498, -4.000], [-1.295, 0.412, -4.955], [-0.103, 1.055, -5.846], [0.837, 0.016, -6.469], [1.354, -0.935, -5.357], [0.221, -1.745, -4.683], [-0.753, -0.717, -4.141], [-1.775, -1.312, -3.365], [-0.266, -2.730, -5.693], [0.818, -2.519, -3.443], [-2.392, 0.024, -5.908], [-2.313, 2.331, -4.546], [-1.075, 1.881, -3.361], [-2.637, 1.103, -3.332], [-0.593, 1.643, -6.621], [0.552, 1.788, -5.374], [1.684, 0.559, -6.889], [0.426, -0.567, -7.294], [1.965, -0.298, -4.717], [2.021, -1.591, -5.917], [-1.220, -3.133, -5.353], [-0.460, -2.355, -6.698], [0.401, -3.582, -5.826], [0.932, -2.005, -2.489], [0.061, -3.279, -3.246], [1.783, -2.937, -3.730], [-3.116, 0.826, -6.054], [-2.948, -0.813, -5.486], [-1.947, -0.364, -6.824], [-1.593, -1.048, -2.460]],
  "mulliken_spin": [0.001, 0.000, 0.000, 0.000, -0.001, 0.002, 0.006, -0.001, 0.000, 0.001, -0.005, 0.000, 0.000, 0.000, 0.000, 0.000, 0.000, 0.000, 0.000, 0.000, 0.000, 0.000, 0.000, 0.000, 0.000, 0.000, 0.000, 0.000, 0.000, 0.000, 0.000, 0.000, 0.000, 0.000, 0.000, 0.000, 0.000, 0.000, 0.000, 0.000, 0.000, 0.000, 0.000, 0.000, 0.000, 0.000, 0.000, 0.000, 0.000, 0.000, 0.000, 0.000, 0.000, 0.000, 0.000, 0.000, 0.000, 0.042, 0.000, 0.000, -0.008, 0.008, -0.001, 0.715, 0.080, 0.065, 0.006, 0.084, 0.000, -0.004, -0.002, -0.001, 0.001, 0.001, 0.001, -0.006, -0.001, -0.003, -0.002, 0.003, 0.008, 0.001, -0.002, 0.000, -0.001, -0.002, 0.016],
  "e_homo_ev": [-8.039, -8.039],
  "multiplicity": 2,
  "orbital_gap_ev": [7.937, 3.473]
}

---

No. 4
{
  "formula": "C4H10O2",
  "method": "wB97M-V/def2-TZVPD",
  "symbols": ["C", "C", "O", "C", "C", "O", "H", "H", "H", "H", "H", "H", "H", "H", "H", "H"],
  "xyz": [[1.490, 0.314, 0.982], [0.737, -0.325, -0.185], [1.488, -0.268, -1.376], [-0.658, 0.325, -0.381], [-1.703, -0.314, 0.535], [-1.053, 0.266, -1.732], [1.645, 1.375, 0.794], [2.460, -0.163, 1.094], [0.931, 0.199, 1.906], [0.612, -1.398, 0.006], [1.478, 0.640, -1.702], [-0.591, 1.398, -0.164], [-1.800, -1.375, 0.314], [-1.420, -0.196, 1.577], [-2.667, 0.163, 0.376], [-0.950, -0.641, -2.043]],
  "lowdin_charge": [-0.040, -0.414, -0.031, -0.413, -0.040, -0.031, 0.082, 0.080, 0.074, 0.147, 0.101, 0.147, 0.082, 0.074, 0.080, 0.101],
  "smiles": "C[C@H](O)[C@H](C)O",
  "de_lowest_ev": 0.613,
  "e_homo_ev": -10.157,
  "multiplicity": 1,
  "orbital_gap_ev": 11.185
}

---

No. 5
{
  "formula": "C24H34N4O2",
  "method": "wB97M-V/def2-TZVPD",
  "symbols": ["C", "C", "C", "N", "N", "C", "C", "C", "N", "C", "C", "C", "O", "C", "C", "C", "C", "C", "O", "N", "C", "C", "C", "C", "C", "C", "C", "C", "C", "C", "H", "H", "H", "H", "H", "H", "H", "H", "H", "H", "H", "H", "H", "H", "H", "H", "H", "H", "H", "H", "H", "H", "H", "H", "H", "H", "H", "H", "H", "H", "H", "H", "H", "H"],
  "xyz": [[-9.439, -2.229, 0.553], [-8.359, -1.174, 0.748], [-7.434, -1.093, -0.470], [-6.429, -0.080, -0.305], [-6.688, 1.173, -0.677], [-5.626, 1.879, -0.352], [-4.647, 1.073, 0.254], [-3.307, 1.518, 0.737], [-2.477, 1.942, -0.383], [-1.286, 2.668, -0.002], [-0.172, 1.778, 0.569], [0.186, 0.698, -0.455], [1.117, -0.240, 0.069], [2.432, 0.078, 0.168], [3.024, 1.257, -0.277], [4.385, 1.446, -0.123], [5.189, 0.469, 0.450], [6.641, 0.754, 0.633], [7.039, 1.804, 1.109], [7.502, -0.218, 0.256], [7.220, -1.372, -0.572], [8.481, -1.514, -1.424], [9.578, -1.112, -0.440], [8.935, 0.026, 0.350], [4.593, -0.703, 0.906], [3.236, -0.895, 0.770], [-1.075, -0.082, -0.827], [-2.159, 0.887, -1.322], [-5.206, -0.195, 0.267], [-4.672, -1.493, 0.757], [-8.994, -3.212, 0.410], [-10.090, -2.271, 1.422], [-10.045, -1.997, -0.320], [-8.817, -0.195, 0.899], [-7.771, -1.408, 1.638], [-8.019, -0.824, -1.352], [-6.949, -2.058, -0.643], [-5.581, 2.929, -0.559], [-3.435, 2.390, 1.385], [-2.846, 0.717, 1.338], [-0.913, 3.173, -0.900], [-1.561, 3.434, 0.727], [0.701, 2.384, 0.814], [-0.509, 1.293, 1.487], [0.593, 1.164, -1.364], [2.441, 2.037, -0.739], [4.840, 2.369, -0.452], [7.087, -2.266, 0.050], [6.315, -1.219, -1.162], [8.447, -0.811, -2.258], [8.608, -2.520, -1.816], [9.809, -1.948, 0.220], [10.494, -0.799, -0.936], [9.159, 1.008, -0.079], [9.244, 0.045, 1.398], [5.190, -1.458, 1.395], [2.763, -1.796, 1.126], [-0.843, -0.812, -1.602], [-1.420, -0.626, 0.053], [-1.813, 1.366, -2.245], [-3.075, 0.340, -1.548], [-3.700, -1.343, 1.219], [-5.338, -1.940, 1.494], [-4.553, -2.198, -0.067]],
  "lowdin_charge": [-0.113, -0.238, -0.153, -0.136, 0.081, -0.096, -0.177, -0.149, -0.164, -0.180, -0.105, -0.334, -0.011, -0.254, -0.007, -0.007, -0.156, -0.434, 0.069, -0.047, -0.159, -0.164, -0.166, -0.140, -0.032, 0.008, -0.101, -0.168, -0.231, -0.007, 0.071, 0.070, 0.073, 0.111, 0.102, 0.128, 0.122, 0.108, 0.128, 0.110, 0.124, 0.120, 0.113, 0.123, 0.151, 0.106, 0.123, 0.121, 0.126, 0.116, 0.109, 0.110, 0.108, 0.126, 0.126, 0.116, 0.118, 0.123, 0.111, 0.126, 0.118, 0.069, 0.078, 0.087],
  "smiles": "CCCn1ncc(CN2CCC(Oc3ccc(C(=O)N4CCCC4)cc3)CC2)c1C",
  "de_lowest_ev": 2.298,
  "e_homo_ev": -8.423,
  "multiplicity": 1,
  "orbital_gap_ev": 9.137
}

---

No. 6
{
  "formula": "CH6BN",
  "method": "wB97M-V/def2-TZVPD",
  "symbols": ["B", "C", "N", "H", "H", "H", "H", "H", "H"],
  "xyz": [[-0.507, -0.651, 1.100], [0.456, 0.869, -0.680], [0.062, -0.439, -0.212], [-0.856, -2.242, 1.465], [-1.008, 0.095, 1.806], [-0.306, 1.449, -0.357], [1.475, 1.194, -0.458], [0.490, 0.908, -1.717], [0.194, -1.184, -0.946]],
  "lowdin_charge": [-0.141, -0.134, -0.082, 0.060, -0.022, 0.043, 0.092, 0.059, 0.126],
  "de_lowest_ev": 2.795,
  "e_homo_ev": -9.751,
  "multiplicity": 1,
  "orbital_gap_ev": 10.552
}

---

No. 7
{
  "formula": "H13O6",
  "method": "wB97M-V/def2-TZVPD",
  "symbols": ["O", "H", "H", "O", "H", "H", "O", "H", "H", "O", "H", "H", "O", "H", "H", "O", "H", "H", "H"],
  "xyz": [[0.524, -0.088, -1.555], [0.906, -0.380, -2.440], [-0.140, 0.583, -1.627], [1.608, -3.553, 0.076], [1.518, -4.472, -0.155], [1.700, -3.143, -0.760], [0.319, -2.213, 1.958], [0.454, -2.872, 1.240], [0.132, -2.820, 2.739], [-1.191, 1.570, -0.295], [-2.039, 1.094, -0.249], [-1.278, 2.474, -0.543], [-1.482, 4.126, -1.213], [-0.588, 4.413, -1.572], [-1.932, 4.908, -0.951], [0.256, 0.148, 1.175], [-0.458, 0.779, 0.777], [1.216, 0.436, 1.069], [0.245, -0.930, 1.307]],
  "lowdin_charge": [-0.082, 0.093, -0.012, -0.003, 0.070, 0.042, -0.037, 0.041, 0.144, -0.004, 0.122, 0.014, -0.038, 0.110, 0.046, 0.119, 0.087, 0.181, 0.105],
  "total_charge": 1,
  "de_lowest_ev": 1.024,
  "e_homo_ev": -14.903,
  "multiplicity": 1,
  "orbital_gap_ev": 12.007
}

---

No. 8
{
  "formula": "H22O11",
  "method": "wB97M-V/def2-TZVPD",
  "symbols": ["O", "H", "H", "O", "H", "H", "O", "H", "H", "O", "H", "H", "O", "H", "H", "O", "H", "H", "O", "H", "H", "O", "H", "H", "O", "H", "H", "O", "H", "H", "O", "H", "H"],
  "xyz": [[-2.061, 2.833, 0.154], [-1.571, 2.035, 0.353], [-1.643, 3.181, -0.633], [0.337, 0.098, -0.342], [0.577, -0.339, 0.475], [-0.337, 0.729, -0.088], [-0.002, -1.176, 2.022], [0.256, -2.053, 2.308], [-0.891, -1.286, 1.684], [0.888, -2.205, -0.341], [1.493, -1.553, 0.013], [0.895, -2.914, 0.302], [-2.413, -0.410, 0.073], [-1.790, -0.026, -0.545], [-3.257, -0.359, -0.374], [-1.100, 1.024, 0.757], [-1.095, 0.988, 1.713], [-1.743, 0.365, 0.495], [1.517, -1.012, -2.144], [0.624, -0.671, -2.195], [1.480, -1.680, -1.460], [1.270, 2.010, -1.579], [0.714, 1.293, -1.271], [1.278, 1.914, -2.531], [-1.507, 0.842, -1.508], [-2.128, 0.317, -2.012], [-1.035, 1.353, -2.166], [2.273, -1.046, 1.023], [3.102, -0.726, 0.668], [2.468, -1.934, 1.324], [1.144, 0.475, 2.135], [1.659, 0.223, 1.369], [0.600, -0.290, 2.322]],
  "lowdin_charge": [-0.057, -0.200, 0.016, -0.156, 0.016, -0.133, 0.090, 0.128, 0.117, -0.057, -0.067, 0.078, 0.117, -0.027, 0.129, 0.041, 0.157, -0.185, -0.076, 0.013, -0.085, -0.039, -0.056, 0.031, 0.011, 0.123, 0.120, 0.006, 0.150, 0.128, -0.076, -0.027, -0.229],
  "de_lowest_ev": 15.375,
  "e_homo_ev": -9.063,
  "multiplicity": 1,
  "orbital_gap_ev": 8.446
}